Run P
Computed, not measured: 3 unconnected molecules or ions with the total composition C2H11N2O2, with wB97M-V/def2-TZVPD.

```
! wB97M-V def2-TZVPD RIJCOSX def2/J DEFGRID3
* xyz 1 1
C -0.569 -0.452 -0.944
C -1.283 -1.365 -0.253
N -1.608 -2.532 -0.893
N 0.059 0.692 -0.213
H -0.897 -0.090 -1.917
H -1.502 -1.298 0.818
H -2.364 -3.051 -0.444
H -1.812 -2.268 -1.855
H -0.479 1.553 0.015
H 0.323 0.323 0.717
H 0.934 0.966 -0.673
H -0.661 0.818 3.195
H 0.355 -0.147 2.343
O -0.072 0.704 2.445
H 3.622 1.466 -1.081
H 3.134 2.702 -0.352
O 2.818 1.978 -0.905
*
```

Computed properties:
Kohn-Sham gap   10.01 eV
HOMO energy   -13.027 eV

Okay, here come the natural (NBO) numbers, in e, for every atom: number 1, C, carries -0.2339; number 2, C, carries 0.0649; number 3, N, carries -0.7360; number 4, N, carries -0.6936; number 5, H, carries 0.2248; number 6, H, carries 0.2119; number 7, H, carries 0.3987; number 8, H, carries 0.3898; number 9, H, carries 0.4351; number 10, H, carries 0.4387; number 11, H, carries 0.4685; number 12, H, carries 0.5213; number 13, H, carries 0.4806; number 14, O, carries -0.9818; number 15, H, carries 0.4918; number 16, H, carries 0.4911; number 17, O, carries -0.9719

Run Q
Computed, not measured: 3 unconnected molecules or ions with the total composition C2H11N2O2, with wB97M-V/def2-TZVPD.

```
! wB97M-V def2-TZVPD RIJCOSX def2/J DEFGRID3
* xyz 1 1
C 0.149 -1.319 -1.924
N -0.376 0.099 1.360
C -0.541 -0.109 0.071
N 0.412 -0.557 -0.704
H -0.892 -1.641 -1.973
H 0.767 -2.205 -1.968
H 0.313 -0.703 -2.799
H 0.463 -0.187 1.854
H -1.177 0.362 1.904
H -1.578 0.057 -0.204
H 1.312 -0.644 -0.253
H -3.364 2.467 -0.384
H -2.250 2.149 -1.417
O -2.668 1.841 -0.604
H 3.550 0.735 2.032
H 3.094 -0.498 2.827
O 2.788 0.155 2.180
*
```

Computed properties:
Kohn-Sham gap   11.77 eV
HOMO energy   -14.806 eV

Okay, here come the natural (NBO) numbers, in e, for every atom: number 1, C, carries -0.4208; number 2, N, carries -0.7052; number 3, C, carries 0.3933; number 4, N, carries -0.5183; number 5, H, carries 0.2252; number 6, H, carries 0.2381; number 7, H, carries 0.2247; number 8, H, carries 0.4352; number 9, H, carries 0.4307; number 10, H, carries 0.2577; number 11, H, carries 0.4241; number 12, H, carries 0.4987; number 13, H, carries 0.4848; number 14, O, carries -0.9733; number 15, H, carries 0.4955; number 16, H, carries 0.4882; number 17, O, carries -0.9787

Run R
Computed, not measured: 3 unconnected molecules or ions with the total composition C2H11N2O2, with wB97M-V/def2-TZVPD.

```
! wB97M-V def2-TZVPD RIJCOSX def2/J DEFGRID3
* xyz 1 1
C 0.318 -1.873 -2.237
N 0.130 -0.766 -1.243
C -0.980 -0.579 -0.587
N -1.063 0.146 0.509
H 0.699 -2.720 -1.665
H 1.077 -1.489 -2.912
H -0.634 -2.094 -2.697
H 1.015 -0.357 -0.973
H -1.883 -1.136 -0.820
H -0.133 0.436 0.820
H -1.896 0.450 0.949
H 2.066 1.731 1.109
H 1.462 2.019 -0.200
O 1.533 1.274 0.440
H -0.234 1.359 3.768
H -1.128 2.091 2.912
O -0.348 1.508 2.825
*
```

Computed properties:
Kohn-Sham gap   11.75 eV
HOMO energy   -14.626 eV

Okay, here come the natural (NBO) numbers, in e, for every atom: number 1, C, carries -0.4019; number 2, N, carries -0.5210; number 3, C, carries 0.3878; number 4, N, carries -0.7196; number 5, H, carries 0.2223; number 6, H, carries 0.2304; number 7, H, carries 0.2246; number 8, H, carries 0.4397; number 9, H, carries 0.2182; number 10, H, carries 0.4549; number 11, H, carries 0.4325; number 12, H, carries 0.5063; number 13, H, carries 0.4889; number 14, O, carries -0.9687; number 15, H, carries 0.4856; number 16, H, carries 0.4745; number 17, O, carries -0.9547

Run S
Computed, not measured: 3 unconnected molecules or ions with the total composition C2H11N2O2, with wB97M-V/def2-TZVPD.

```
! wB97M-V def2-TZVPD RIJCOSX def2/J DEFGRID3
* xyz 1 1
C 0.040 -0.700 0.409
C -0.171 -0.154 1.635
N -0.254 -1.018 2.767
N 0.161 0.035 -0.778
H 0.532 -1.691 0.401
H -0.297 0.896 1.939
H -1.175 -1.152 3.176
H 0.433 -0.869 3.516
H 0.020 -1.856 2.279
H -0.057 1.031 -0.873
H -0.159 -0.568 -1.519
H 1.094 3.270 -0.477
H -0.420 3.502 -0.538
O 0.236 2.919 -0.204
H -0.465 -0.753 -4.351
H 0.528 -1.790 -3.840
O -0.047 -1.103 -3.543
*
```

Computed properties:
Kohn-Sham gap   9.36 eV
HOMO energy   -12.610 eV

Okay, here come the natural (NBO) numbers, in e, for every atom: number 1, C, carries 0.0493; number 2, C, carries -0.2275; number 3, N, carries -0.6588; number 4, N, carries -0.7896; number 5, H, carries 0.2026; number 6, H, carries 0.2383; number 7, H, carries 0.4360; number 8, H, carries 0.4349; number 9, H, carries 0.4367; number 10, H, carries 0.4337; number 11, H, carries 0.4197; number 12, H, carries 0.4917; number 13, H, carries 0.4852; number 14, O, carries -0.9605; number 15, H, carries 0.4889; number 16, H, carries 0.4817; number 17, O, carries -0.9621

run Q has the most favorable energy; the next structure is 0.0036 hartree above.

Run P
Computed, not measured: C2H3BrO in the gas phase, with wB97M-V/def2-TZVPD.

```
! wB97M-V def2-TZVPD RIJCOSX def2/J DEFGRID3
* xyz 0 1
C -0.394 0.363 0.648
C 0.520 -0.188 -0.393
O -0.091 1.127 1.480
Br -2.218 -0.297 0.489
H 1.197 0.608 -0.920
H -0.150 -0.443 -1.210
H 1.136 -1.170 -0.094
*
```

Computed properties:
Kohn-Sham gap   11.28 eV
HOMO energy   -10.540 eV

Okay, here come the natural (NBO) numbers, in e, for every atom: number 1, C, carries 0.5295; number 2, C, carries -0.7518; number 3, O, carries -0.4747; number 4, Br, carries -0.0664; number 5, H, carries 0.2553; number 6, H, carries 0.2389; number 7, H, carries 0.2692

Run Q
Computed, not measured: 2 unconnected molecules or ions with the total composition C2H3BrO, with wB97M-V/def2-TZVPD.

```
! wB97M-V def2-TZVPD RIJCOSX def2/J DEFGRID3
* xyz 0 1
C 2.105 -0.689 0.554
C 0.119 -0.115 -0.033
O 2.178 -1.703 1.160
Br 3.397 0.290 -0.304
H -0.466 -0.867 0.501
H 0.136 -0.366 -1.100
H -0.196 0.914 0.074
*
```

Computed properties:
Kohn-Sham gap   9.57 eV
HOMO energy   -9.399 eV

Okay, here come the natural (NBO) numbers, in e, for every atom: number 1, C, carries 0.4341; number 2, C, carries -0.6262; number 3, O, carries -0.5041; number 4, Br, carries 0.0858; number 5, H, carries 0.2063; number 6, H, carries 0.1990; number 7, H, carries 0.2052

Run R
Computed, not measured: 2 unconnected molecules or ions with the total composition C2H3BrO, with wB97M-V/def2-TZVPD.

```
! wB97M-V def2-TZVPD RIJCOSX def2/J DEFGRID3
* xyz 0 1
C 0.650 0.571 -0.055
C -0.023 -0.745 -0.088
O 1.560 1.242 -0.224
Br -1.475 1.860 0.939
H -0.848 -0.487 -0.932
H -0.501 -0.905 0.940
H 0.637 -1.535 -0.580
*
```

Computed properties:
Kohn-Sham gap   8.54 eV
HOMO energy   -9.092 eV

Okay, here come the natural (NBO) numbers, in e, for every atom: number 1, C, carries 0.8574; number 2, C, carries -0.7958; number 3, O, carries -0.3748; number 4, Br, carries -0.5959; number 5, H, carries 0.3158; number 6, H, carries 0.3273; number 7, H, carries 0.2660

Run S
Computed, not measured: C2H3BrO in the gas phase, with wB97M-V/def2-TZVPD.

```
! wB97M-V def2-TZVPD RIJCOSX def2/J DEFGRID3
* xyz 0 1
C -1.029 -1.188 -0.894
C -0.182 -0.211 -0.111
O -1.737 -1.012 -1.810
Br -1.037 -2.920 0.100
H 0.752 -0.824 0.103
H -0.544 -0.169 0.872
H 0.093 0.704 -0.641
*
```

Computed properties:
Kohn-Sham gap   11.21 eV
HOMO energy   -10.537 eV

Okay, here come the natural (NBO) numbers, in e, for every atom: number 1, C, carries 0.5773; number 2, C, carries -0.7372; number 3, O, carries -0.4732; number 4, Br, carries -0.1246; number 5, H, carries 0.2512; number 6, H, carries 0.2603; number 7, H, carries 0.2462

run S has the most favorable energy; the next structure is 0.0085 hartree above.

Run P
Computed, not measured: C2H3NP2 in the gas phase, with wB97M-V/def2-TZVPD.

```
! wB97M-V def2-TZVPD RIJCOSX def2/J DEFGRID3
* xyz 0 1
C -1.026 -0.029 0.989
C 1.032 0.073 -1.202
N -0.848 -1.110 0.351
P 0.098 -1.318 -0.971
P -0.192 1.526 1.182
H -1.961 -0.150 1.743
H 0.943 0.752 -0.382
H 1.954 0.256 -1.710
*
```

Computed properties:
Kohn-Sham gap (alpha / beta)   6.41 / 6.49 eV
HOMO energy (alpha / beta)   -8.768 / -8.786 eV

Okay, here come the natural (NBO) numbers, in e, for every atom: number 1, C, carries -0.3020; number 2, C, carries -0.9041; number 3, N, carries -0.8527; number 4, P, carries 0.9629; number 5, P, carries 0.4946; number 6, H, carries 0.2355; number 7, H, carries 0.1231; number 8, H, carries 0.2427

Run Q
Computed, not measured: C2H3NP2 in the gas phase, with wB97M-V/def2-TZVPD.

```
! wB97M-V def2-TZVPD RIJCOSX def2/J DEFGRID3
* xyz 0 1
C -3.570 -0.245 -0.184
C -2.088 -0.051 -0.264
N -4.712 -0.280 0.031
P -1.172 1.107 0.501
P 0.838 0.554 -0.407
H -1.766 -0.980 -0.663
H 1.167 0.372 0.850
H 0.551 -0.760 -0.509
*
```

Computed properties:
Kohn-Sham gap   8.85 eV
HOMO energy   -9.945 eV

Okay, here come the natural (NBO) numbers, in e, for every atom: number 1, C, carries 0.2445; number 2, C, carries -0.7586; number 3, N, carries -0.3015; number 4, P, carries 0.5595; number 5, P, carries 0.0659; number 6, H, carries 0.2395; number 7, H, carries -0.0292; number 8, H, carries -0.0202

Run R
Computed, not measured: C2H3NP2 in the gas phase, with wB97M-V/def2-TZVPD.

```
! wB97M-V def2-TZVPD RIJCOSX def2/J DEFGRID3
* xyz 0 1
C -2.062 -0.065 0.715
C 1.568 0.831 -0.575
N 1.353 0.806 0.683
P 1.213 -0.896 -0.067
P -1.003 -0.891 -0.286
H -1.440 0.763 1.280
H 1.966 1.642 -1.265
H -1.594 -2.190 -0.485
*
```

Computed properties:
Kohn-Sham gap   8.18 eV
HOMO energy   -8.618 eV

Okay, here come the natural (NBO) numbers, in e, for every atom: number 1, C, carries -0.6192; number 2, C, carries -0.1683; number 3, N, carries -0.4843; number 4, P, carries 0.5132; number 5, P, carries 0.3072; number 6, H, carries 0.1762; number 7, H, carries 0.2433; number 8, H, carries 0.0321

Run S
Computed, not measured: C2H3NP2 in the gas phase, with wB97M-V/def2-TZVPD.

```
! wB97M-V def2-TZVPD RIJCOSX def2/J DEFGRID3
* xyz 0 1
C -1.353 0.214 -0.189
C 0.954 -1.148 0.073
N -0.260 -1.461 0.117
P 1.753 0.458 -0.092
P -0.124 1.292 0.166
H -2.336 0.083 0.204
H 1.652 -1.985 0.121
H -0.286 2.547 -0.400
*
```

Computed properties:
Kohn-Sham gap (alpha / beta)   7.20 / 7.19 eV
HOMO energy (alpha / beta)   -8.274 / -8.276 eV

Okay, here come the natural (NBO) numbers, in e, for every atom: number 1, C, carries -0.5200; number 2, C, carries -0.3133; number 3, N, carries -0.3271; number 4, P, carries 0.1043; number 5, P, carries 0.5625; number 6, H, carries 0.2256; number 7, H, carries 0.2281; number 8, H, carries 0.0399

run Q has the most favorable energy; the next structure is 0.0836 hartree above.

Run P
Computed, not measured: C7H6 in the gas phase, with wB97M-V/def2-TZVPD.

```
! wB97M-V def2-TZVPD RIJCOSX def2/J DEFGRID3
* xyz 0 1
C 3.105 -0.370 -0.052
C -2.957 -0.680 -0.040
C 1.991 -0.747 -0.159
C -1.760 -0.554 0.215
C 0.582 -0.948 -0.057
C -0.434 -0.083 0.096
C -0.281 1.332 0.012
H 4.123 -0.106 -0.226
H -3.936 -0.916 0.349
H 0.217 -2.004 -0.119
H 0.765 1.480 -0.440
H -0.347 1.774 0.997
H -1.068 1.822 -0.575
*
```

Computed properties:
Kohn-Sham gap   8.86 eV
HOMO energy   -8.823 eV

Okay, here come the natural (NBO) numbers, in e, for every atom: number 1, C, carries -0.1879; number 2, C, carries -0.2218; number 3, C, carries -0.0553; number 4, C, carries -0.0170; number 5, C, carries -0.2259; number 6, C, carries -0.0601; number 7, C, carries -0.6334; number 8, H, carries 0.2357; number 9, H, carries 0.2387; number 10, H, carries 0.2301; number 11, H, carries 0.2302; number 12, H, carries 0.2312; number 13, H, carries 0.2354

Run Q
Computed, not measured: C7H6 in the gas phase, with wB97M-V/def2-TZVPD.

```
! wB97M-V def2-TZVPD RIJCOSX def2/J DEFGRID3
* xyz 0 1
C -1.218 0.530 -0.702
C -2.388 0.016 -0.273
C -0.369 1.286 0.229
C 1.642 -1.658 -0.043
C 1.025 0.835 0.379
C -3.191 -0.845 0.179
C 1.316 -0.412 0.066
H -0.683 0.286 -1.709
H -0.580 2.271 -0.082
H -0.950 1.159 1.296
H 1.383 -2.444 0.652
H 2.167 -2.289 -0.868
H 1.845 1.265 0.875
*
```

Computed properties:
Kohn-Sham gap   8.46 eV
HOMO energy   -9.771 eV

Okay, here come the natural (NBO) numbers, in e, for every atom: number 1, C, carries 0.0758; number 2, C, carries -0.4578; number 3, C, carries -0.4926; number 4, C, carries -0.4890; number 5, C, carries -0.3006; number 6, C, carries 0.1225; number 7, C, carries 0.0962; number 8, H, carries 0.2342; number 9, H, carries 0.2540; number 10, H, carries 0.2441; number 11, H, carries 0.2306; number 12, H, carries 0.2344; number 13, H, carries 0.2482

run P has the most favorable energy; the next structure is 0.1017 hartree above.